{
  "formula": "C10H12BBr6F24O8P4Zr",
  "method": "ωB97M-V/def2-TZVPD",
  "elements": ["Zr", "Br", "Br", "Br", "Br", "Br", "Br", "P", "P", "P", "P", "F", "F", "F", "F", "F", "F", "F", "F", "F", "F", "F", "F", "F", "F", "F", "F", "F", "F", "F", "F", "F", "F", "F", "F", "O", "O", "O", "O", "O", "O", "O", "O", "C", "C", "C", "C", "C", "C", "C", "C", "C", "C", "B", "H", "H", "H", "H", "H", "H", "H", "H", "H", "H", "H", "H"],
  "xyz": [[1.35302, 0.22659, -1.21720], [-4.26021, -0.75010, 1.26038], [3.56350, 6.26071, 2.78949], [-1.48267, 3.92223, 6.86942], [2.23113, 5.15670, -1.47261], [-4.23834, 2.74889, 4.75585], [-3.39770, -5.27555, 1.64735], [1.60028, -2.92414, 0.87750], [0.41139, 2.10048, -3.45598], [-0.61309, 1.06764, 1.10143], [4.03705, 1.39389, -0.35749], [3.32474, 1.10478, -1.84202], [3.13743, 0.02394, -0.04294], [-0.55852, 1.26379, -2.43537], [2.60131, 2.03030, -0.11467], [0.03558, 2.10208, -0.01413], [-0.43102, 1.63460, -4.73756], [1.59921, -1.59940, -0.22570], [1.58083, -4.10640, 1.92763], [3.09047, -3.24201, 0.45628], [1.19380, 0.65833, -3.40503], [1.19182, 2.40668, -2.06552], [-2.05132, 1.69941, 0.83435], [1.58315, 2.71801, -4.30342], [4.67111, 2.80440, -0.79615], [2.23059, -1.89573, 1.95305], [0.09524, -2.47893, 1.30044], [-1.20707, -0.05722, 2.05512], [-0.18407, 2.10560, 2.19462], [4.34769, 1.62122, 1.18283], [0.90435, 0.42280, 0.84954], [-0.73379, 0.10095, -0.28883], [1.02879, -3.83375, -0.30518], [-0.38170, 3.44871, -3.30935], [5.30613, 0.55918, -0.78693], [-0.97646, -3.39002, -2.23598], [0.13299, -1.42071, -2.25580], [-0.18733, -5.57355, -3.01518], [-2.48013, -5.10214, -3.03311], [0.15705, -2.05773, -5.17003], [-3.17213, -7.21946, -2.49467], [-1.03712, -3.84338, -4.49351], [-0.35077, -7.74338, -2.52148], [-2.31848, 2.92004, 4.35757], [-0.42176, -2.38420, -2.77769], [-2.34539, -6.37744, -2.60816], [-0.83266, -6.64275, -2.66826], [3.55753, 5.63694, 0.93735], [-1.74778, 4.18171, 4.97010], [-0.41638, -2.66912, -4.30233], [2.15409, 5.34067, 0.51054], [-3.74332, -2.52624, 1.96611], [-4.17130, -3.60072, 0.94730], [-1.17466, -4.47832, -3.20285], [1.42708, 6.12096, 0.72761], [-5.23913, -3.79470, 1.00197], [4.10172, 4.69582, 0.93804], [4.00884, 6.39703, 0.30841], [-2.29354, 2.93000, 3.27103], [-2.38605, 5.04133, 4.77817], [-4.24014, -2.66340, 2.92283], [1.69572, 4.42266, 0.87256], [-3.85826, -3.41941, -0.07633], [-2.67110, -2.60362, 2.13462], [-0.76365, 4.44040, 4.58183], [-1.98659, 1.96403, 4.75012]],
  "forces_ev_per_angstrom": [[-2.957, -0.154, 0.054], [0.178, -0.586, 0.306], [0.023, 0.016, -0.074], [-0.094, 0.242, 0.163], [-0.127, 0.307, 0.612], [-0.065, 0.215, 0.001], [-0.019, 0.173, -0.403], [-0.414, -2.064, 2.802], [-2.178, 1.424, -2.132], [-2.308, 1.128, -1.630], [2.073, 1.998, 0.915], [0.428, -0.471, -2.580], [1.201, -2.033, 0.929], [-1.518, -0.116, 0.232], [-1.881, 2.172, 0.752], [-0.268, 1.173, -0.486], [0.724, 0.147, 0.995], [-0.114, 0.742, -1.708], [-0.104, -0.120, -0.022], [0.346, 0.014, -1.019], [2.251, -1.820, -0.413], [1.438, 0.123, 0.691], [0.782, -0.387, 0.321], [-0.062, -0.086, 0.108], [-0.591, -1.481, 0.007], [-0.692, 0.335, -0.172], [0.739, 0.210, -0.601], [1.644, 1.038, -0.817], [0.149, -1.012, 0.616], [0.618, -0.833, -0.937], [2.148, -0.810, 3.530], [-1.691, -1.182, -0.674], [0.165, 0.614, 0.089], [-0.016, -0.263, 0.029], [-0.882, 0.369, 0.698], [0.398, 1.268, 1.815], [0.577, 1.073, 0.730], [0.085, 1.840, -0.156], [-0.556, -0.015, 0.642], [-0.657, 0.075, 1.260], [-0.625, 0.317, 0.491], [0.625, 1.292, 0.230], [-0.305, 0.944, 0.016], [-0.921, -0.066, -0.132], [0.302, -0.837, -1.155], [0.932, 0.416, -1.466], [0.377, -2.842, 0.680], [-0.237, -0.578, 0.404], [0.236, -0.346, -0.223], [0.720, -0.520, -2.067], [-0.885, 0.156, -0.886], [-0.226, -0.432, -0.835], [-0.093, 0.012, 1.285], [-0.889, -1.841, -0.525], [0.293, 0.251, -0.196], [0.013, 0.243, -0.221], [0.382, 0.298, -0.105], [0.105, -0.042, 0.192], [0.215, 0.061, 0.068], [-0.155, -0.116, 0.297], [-0.143, 0.088, -0.135], [0.496, -0.159, 0.080], [0.247, -0.099, 0.144], [0.034, 0.544, -0.224], [0.020, -0.331, -0.118], [0.711, 0.321, -0.070]],
  "nbo_charge": [2.664, -0.034, -0.027, -0.009, -0.030, -0.044, -0.024, 2.621, 2.620, 2.643, 2.624, -0.569, -0.555, -0.561, -0.564, -0.580, -0.542, -0.592, -0.566, -0.567, -0.562, -0.561, -0.547, -0.545, -0.542, -0.576, -0.571, -0.516, -0.543, -0.536, -0.564, -0.569, -0.559, -0.543, -0.523, -0.551, -0.707, -0.639, -0.672, -0.519, -0.520, -0.628, -0.550, -0.430, 0.802, 0.687, 0.665, -0.449, -0.461, 0.670, -0.418, -0.434, -0.424, 1.145, 0.224, 0.219, 0.235, 0.234, 0.238, 0.231, 0.222, 0.232, 0.236, 0.239, 0.233, 0.240],
  "energy_ev": -551564.92207,
  "gap_ha": 0.2364,
  "homo_ha": -0.2836,
  "largest_force_ev_per_a": 4.2,
  "e_above_lowest_kj_mol": 0.0,
  "charge": -1
}